No. 1
Computed, not measured: 13 unconnected molecules or ions with the total composition C23H23BCl48FN3O5P, with ωB97M-V with the def2-TZVPD basis set.

Values from the calculation:
charge	+1
DFT total energy	-23985.6555	Ha
HOMO	-0.42757	Eh
gap between HOMO and LUMO	8.51	eV
largest force on an atom	3.0	eV Å⁻¹

The geometry in XYZ format:
```
105
Properties=species:S:1:pos:R:3:forces:R:3:lowdin_charge:R:1
Cl -2.233541 -5.464800 -0.514815 -0.24 -0.02 0.09 0.46
Cl -5.186561 3.356996 -2.151129 0.02 0.21 -0.08 0.52
Cl 3.280316 3.407297 -1.676779 0.06 -0.04 0.18 0.51
Cl 0.042933 3.054407 -11.819117 0.00 0.01 0.03 0.54
Cl -7.693561 4.264758 -3.248662 0.03 -0.03 0.01 0.55
Cl 1.186017 4.440369 -9.563378 0.04 0.01 -0.11 0.50
Cl 6.000104 -0.259148 -2.044895 0.00 -0.01 0.02 0.53
Cl -8.329490 -7.107150 -4.600277 0.01 0.01 0.00 0.53
Cl -6.554297 -4.884476 -5.069640 0.11 -0.20 -0.01 0.46
Cl 4.932833 3.384237 0.698236 0.21 0.03 0.15 0.54
Cl 3.236539 2.011903 6.886269 0.00 0.02 -0.02 0.55
Cl 2.629723 -3.925589 0.581323 -0.01 -0.24 0.01 0.57
Cl 5.652681 5.030904 -1.549394 0.02 0.00 0.04 0.55
Cl 3.315386 3.320087 4.312645 0.03 0.05 -0.18 0.51
Cl 1.819221 5.794278 -4.076409 -0.01 -0.03 0.02 0.54
Cl -3.907341 -7.776331 -0.104627 0.00 0.02 -0.03 0.54
Cl 4.612107 4.528349 6.586317 -0.02 -0.01 -0.04 0.55
Cl 13.242211 1.389934 -0.157094 -0.02 -0.01 0.00 0.54
Cl -0.911319 4.853078 9.368078 0.00 0.00 -0.01 0.52
Cl -5.057755 -1.923389 -3.654853 0.04 0.02 0.03 0.51
Cl 0.762845 -4.749016 -1.447002 0.22 0.10 -0.04 0.49
Cl 0.715717 4.452144 -6.375898 -0.01 0.01 0.14 0.51
Cl -1.023147 5.346109 -4.253902 -0.01 -0.02 0.02 0.53
Cl -6.208649 -7.344577 -6.540750 -0.01 0.02 0.01 0.53
Cl -4.055847 -6.299459 -2.583124 -0.07 0.01 -0.04 0.52
Cl -1.729448 -7.892159 -1.991279 0.03 0.02 0.02 0.54
Cl 3.187899 -6.249477 -1.033238 -0.01 0.04 0.03 0.56
Cl -2.430800 7.275379 8.982644 0.02 -0.01 -0.02 0.54
Cl 0.757959 3.117089 -3.818130 0.02 -0.01 -0.08 0.50
Cl 6.587878 -2.894563 -3.059023 -0.01 0.00 0.04 0.55
Cl -8.473464 -5.639746 -7.080187 0.01 0.01 0.01 0.53
Cl 1.089923 -6.340946 0.944214 -0.02 0.04 -0.04 0.53
Cl -6.296552 0.587251 -4.376827 0.02 0.00 0.02 0.53
Cl 0.126478 1.778827 -9.232981 0.00 0.00 0.01 0.51
Cl -7.732752 -1.894373 -4.712199 -0.08 0.29 0.08 0.54
Cl -7.218552 -0.863090 -2.064881 -0.16 -0.13 -0.03 0.54
Cl 8.546319 -1.483058 -1.475260 -0.17 -0.03 0.00 0.51
Cl 3.357102 5.715895 0.053284 -0.01 -0.04 0.02 0.54
Cl 0.450036 7.380011 9.090067 0.00 -0.01 -0.01 0.53
Cl 11.583334 -0.711082 -1.227946 0.20 0.00 0.00 0.50
Cl 10.878477 0.549684 1.267357 -0.01 0.00 0.00 0.52
Cl -6.828451 5.202360 -0.663226 0.02 -0.03 -0.01 0.54
Cl -7.686353 2.467534 -0.995050 0.07 0.06 -0.01 0.52
Cl 10.627539 2.008520 -1.208865 -0.01 -0.01 0.00 0.52
Cl -1.659944 3.997685 -9.690204 0.00 0.00 0.01 0.52
Cl 6.152408 -2.508162 -0.234825 0.17 -0.17 0.08 0.53
Cl -0.864062 6.194075 6.815313 -0.15 0.09 -0.03 0.48
Cl 1.731596 4.435694 6.448361 0.14 -0.08 -0.06 0.50
P 2.563384 -0.396084 1.113660 1.72 -0.82 -2.38 0.51
F -2.883318 -3.485239 2.987415 -0.11 0.62 0.11 0.10
O -2.409128 -1.011198 -0.088963 0.23 0.49 0.15 0.04
O -3.795357 -2.206358 4.571976 0.58 -0.49 -1.10 0.18
O 2.614305 1.202986 1.054061 -0.44 -0.41 1.48 -0.18
O 3.319635 -0.956802 2.411219 -0.69 0.56 0.43 -0.13
O 1.553823 0.426893 4.170084 -0.91 0.40 -0.08 0.11
N 3.154284 -1.017581 -0.182595 -0.36 0.41 0.67 -0.16
N 0.568876 1.057596 -1.232549 -0.54 -0.25 0.13 0.05
N -0.105138 -0.772592 0.183639 -0.23 -0.04 -0.56 0.06
C 1.919830 -5.324053 -0.238008 0.03 -0.18 0.01 -2.03
C -6.854828 3.825349 -1.763468 -0.13 0.07 0.02 -2.04
C -3.170915 -2.286072 3.560644 -0.59 0.50 1.31 -0.43
C 11.586549 0.812955 -0.330574 -0.01 0.03 0.01 -2.06
C -1.305188 -1.027188 0.606801 -0.14 -0.62 0.80 -0.23
C -0.080192 -0.459787 2.476740 -0.06 -0.58 0.16 -0.10
C -0.078151 3.316672 -10.080803 -0.03 -0.02 -0.03 -2.06
C 0.838884 -0.941411 1.330196 -0.51 0.67 0.68 -0.21
C -1.295244 -1.355005 2.103866 -0.23 0.79 -0.63 -0.13
C -2.986533 -6.865456 -1.300937 -0.05 -0.04 0.01 -2.05
C 0.570097 4.684812 -4.636559 -0.06 0.07 -0.10 -2.03
C -2.630559 -1.081767 2.815535 0.66 -0.71 -0.45 0.00
C -0.940660 6.428570 8.570757 0.00 0.02 0.08 -2.06
C 0.852217 -2.427305 5.502360 -0.40 0.74 -0.06 -0.06
C 3.224553 3.575502 6.067498 -0.02 -0.05 0.19 -2.04
C -0.066284 -1.182553 5.215210 0.51 -0.09 0.12 -0.11
C -6.588260 -1.019890 -3.706542 -0.01 -0.04 -0.09 -2.03
C -4.364137 0.344417 -0.624234 0.31 -0.61 0.70 -0.10
C -2.844679 0.312609 -0.608914 -0.78 -0.11 -0.78 -0.14
C 6.826444 -1.781362 -1.713857 0.03 0.13 -0.10 -2.03
C 0.250676 -0.392840 -1.185662 0.43 1.25 -0.22 -0.15
C 4.298338 4.387863 -0.626558 -0.08 0.04 -0.21 -2.03
C -7.392589 -6.248424 -5.824553 0.01 -0.08 -0.01 -2.05
B 0.488200 -0.411368 3.977303 0.01 -0.15 0.21 -0.46
H 1.130139 -2.419389 6.551998 -0.06 -0.26 0.06 0.08
H 0.319830 -3.342208 5.260979 0.23 -0.17 -0.04 0.07
H -4.754172 -0.663623 -0.753091 0.10 -0.04 -0.16 0.05
H -0.370017 0.574789 2.233107 0.09 0.05 0.04 0.16
H -2.476444 -0.278793 3.528317 -0.33 0.02 0.17 0.14
H 0.926624 -2.029829 1.403174 0.54 0.00 0.23 0.10
H -0.593483 -0.580188 -1.840288 -0.01 -0.54 0.05 0.12
H -0.047969 1.520469 -1.892901 0.09 -0.08 -0.08 0.01
H -4.750503 0.955452 -1.432319 0.07 0.08 0.10 0.00
H 0.034201 -0.502456 6.063658 -0.06 0.06 -0.02 0.11
H 4.276989 -0.880987 2.285407 0.01 -0.19 0.09 0.10
H -1.121404 -1.446137 5.167616 0.01 -0.21 -0.04 0.08
H -3.399947 -0.793001 2.097043 -0.03 0.05 0.02 0.13
H 1.782976 -2.340655 4.940792 0.02 -0.30 -0.07 0.07
H 0.348870 1.501108 -0.345393 0.30 0.02 0.02 0.07
H 3.518685 1.454648 1.333876 -0.40 0.47 -0.44 0.01
H 3.940666 -1.610779 0.065810 -0.12 -0.11 -0.62 -0.13
H 1.475946 1.167668 3.550377 0.76 -0.08 -0.01 0.07
H -0.995413 -2.402405 2.204594 -0.04 -0.06 0.03 0.17
H -2.479573 0.390098 -1.629902 0.28 0.11 0.08 0.12
H -2.454756 1.098545 0.034404 0.32 -0.06 -0.06 0.13
H -4.724591 0.694862 0.343025 -0.22 0.18 -0.13 0.09
H 1.150719 -0.927345 -1.482717 -0.13 -0.34 0.13 0.10
```
Forces are in eV/Å.

No. 2
Computed, not measured: a molecular structure, C23H23ClN2O3Tl, with ωB97M-V with the def2-TZVPD basis set.

Values from the calculation:
charge	-1
DFT total energy	-1858.1762	Ha
HOMO	-0.12657	Eh
gap between HOMO and LUMO	5.58	eV
largest force on an atom	0.9	eV Å⁻¹

The geometry in XYZ format:
```
53
Properties=species:S:1:pos:R:3:forces:R:3:nbo_charge:R:1
Tl -0.173168 -0.443733 1.166268 -0.60 -0.37 0.14 0.66
Cl -3.889792 -4.891699 -0.801495 -0.06 -0.28 0.07 -0.10
O 0.691563 -1.452712 -1.238633 0.32 -0.18 -0.14 -0.78
O -1.857569 -2.367862 0.233679 0.04 0.01 -0.04 -0.74
O -1.394963 -2.906157 -1.904305 0.09 0.07 0.12 -0.76
N 2.957330 0.556170 -0.689052 -0.21 -0.12 -0.17 -0.41
N 0.624619 2.174037 1.589022 0.26 0.57 -0.08 -0.28
C 0.913359 4.201573 3.140867 0.03 0.70 0.62 -0.10
C 3.323770 1.771197 -1.073999 0.07 -0.03 0.17 0.05
C 3.887497 -0.310640 -0.293643 0.26 -0.12 0.21 0.23
C 5.224911 0.073615 -0.180511 0.07 0.06 -0.06 -0.26
C 0.761629 3.085436 2.275081 -0.03 -0.46 -0.36 0.27
C 2.930499 -2.516729 -1.165699 -0.16 0.18 0.02 -0.40
C -4.846306 0.858712 1.190063 -0.02 0.00 -0.12 -0.26
C -2.404352 0.792832 1.241702 0.71 -0.26 0.11 -0.42
C 2.094541 4.949333 3.140468 -0.14 -0.28 -0.17 -0.19
C -3.624928 0.502076 0.626316 -0.01 0.06 -0.01 -0.19
C 4.633135 2.224410 -1.021360 0.02 0.12 -0.05 -0.29
C -3.627844 -3.160829 -1.144882 0.27 0.36 -0.06 -0.46
C 2.227107 6.028933 3.992350 0.05 0.15 0.09 -0.21
C -3.693543 1.880303 3.020428 0.03 0.03 0.08 -0.23
C -2.484002 1.483491 2.456253 -0.16 0.08 -0.16 -0.30
C 5.598266 1.359656 -0.534002 0.03 -0.10 0.04 -0.18
C 1.193459 6.377598 4.852062 -0.02 -0.12 -0.10 -0.20
C -2.146622 -2.774909 -0.904951 -0.29 -0.17 -0.08 0.76
C -0.126309 4.551592 4.008789 0.06 -0.21 -0.24 -0.17
C 1.826458 -1.831429 -1.986505 -0.02 -0.12 -0.07 -0.05
C 0.022246 5.630822 4.858692 0.00 0.17 0.11 -0.21
C -4.885831 1.551796 2.392229 -0.07 0.06 0.09 -0.27
C 3.467902 -1.722254 0.042023 -0.40 0.17 -0.19 -0.44
H 3.775667 -2.731762 -1.829749 -0.10 -0.05 -0.14 0.18
H 2.892124 4.671077 2.463878 0.01 0.01 0.03 0.23
H 4.332032 -2.246032 0.457111 -0.08 -0.04 0.07 0.19
H -3.629872 -0.026484 -0.323311 -0.01 -0.07 0.03 0.18
H -1.041115 3.973387 3.994939 0.00 -0.01 0.01 0.24
H -0.064918 -2.075739 -1.457761 0.11 0.14 -0.04 0.52
H 5.960589 -0.633770 0.180817 0.00 -0.01 0.01 0.21
H -5.835154 1.823826 2.841180 0.00 0.02 -0.03 0.19
H 4.887431 3.223595 -1.352213 -0.03 0.00 0.04 0.21
H -0.784390 5.896044 5.529492 -0.01 0.00 -0.01 0.22
H -4.279320 -2.595175 -0.485013 0.01 -0.04 0.02 0.22
H 6.628042 1.680665 -0.429823 0.01 -0.02 -0.06 0.20
H -5.776056 0.591382 0.695263 0.01 0.01 -0.01 0.19
H 1.506790 -2.532889 -2.767280 0.12 0.01 -0.04 0.17
H -3.882639 -3.007682 -2.189858 -0.03 0.00 0.03 0.21
H -1.567254 1.730405 2.994045 -0.02 -0.05 0.05 0.17
H 1.297222 7.232228 5.507395 0.01 -0.02 0.03 0.21
H 2.529234 -3.470566 -0.814632 0.13 -0.02 0.12 0.21
H 2.263525 -0.960433 -2.486721 -0.21 0.03 0.04 0.16
H 2.678663 -1.691616 0.797813 0.04 0.12 0.03 0.25
H 3.143937 6.604287 3.986290 -0.01 0.00 -0.01 0.21
H 2.524548 2.412374 -1.428337 -0.02 0.06 0.02 0.19
H -3.708538 2.436587 3.955334 -0.02 -0.05 0.02 0.18
```
Forces are in eV/Å.

No. 3
Computed, not measured: 3 unconnected molecules or ions with the total composition C23H23F16N3O3, with ωB97M-V with the def2-TZVPD basis set.

Values from the calculation:
charge	0
structure (SMILES)	C=Cc1cccc2nc(C[C@@H](O)CN)cnc12.FC(F)C(F)(F)COC(F)(F)C(F)F.FC(F)C(F)(F)COC(F)(F)C(F)F
DFT total energy	-2878.0162	Ha
HOMO	-0.30280	Eh
gap between HOMO and LUMO	8.17	eV
largest force on an atom	1.6	eV Å⁻¹

The geometry in XYZ format:
```
68
Properties=species:S:1:pos:R:3:forces:R:3:nbo_charge:R:1
F -0.915577 9.619246 1.061179 -0.06 0.02 0.03 -0.31
F 1.120162 -11.451896 1.986898 -0.01 0.02 0.17 -0.33
F 0.553591 -5.996706 0.696022 0.18 -0.12 -0.02 -0.32
F -3.466341 8.969723 2.074440 0.01 -0.05 -0.07 -0.32
F -2.519098 5.689380 -1.016009 -0.09 -0.02 -0.14 -0.33
F 3.149512 -5.826576 -0.186048 -0.03 0.02 0.02 -0.32
F 3.682029 -9.062801 2.131291 -0.05 0.06 -0.04 -0.32
F 3.775582 -11.240998 2.216089 -0.04 -0.01 -0.01 -0.32
F 2.067714 -10.459990 0.286393 0.06 0.01 0.04 -0.31
F -2.270913 10.348877 3.270390 0.04 -0.01 -0.01 -0.32
F 3.239742 -8.003983 -0.343084 0.01 -0.02 0.06 -0.31
F 1.999991 -6.949009 2.003362 0.13 0.02 -0.07 -0.32
F -0.068215 8.871296 2.931303 -0.06 -0.09 0.13 -0.33
F -3.108608 9.123960 -0.630271 -0.01 -0.01 0.07 -0.32
F -4.359234 7.619739 -1.608571 0.01 -0.04 0.01 -0.32
F -3.399857 6.624563 0.730988 -0.14 0.11 -0.11 -0.32
O -0.527281 4.608872 -3.354499 -0.22 -0.30 -0.07 -0.72
O 0.638626 -8.184888 0.707592 0.54 -0.20 -0.25 -0.51
O -1.293343 7.098933 0.122823 -0.21 0.60 -0.15 -0.51
N 1.310616 3.372190 -0.801821 0.44 0.12 -0.10 -0.85
N -1.552318 -0.761193 -0.646595 0.20 0.15 -0.11 -0.38
N 0.474681 0.759606 -1.919621 -0.15 -0.23 0.13 -0.42
C 0.658436 -9.196240 1.700234 -0.56 0.07 0.29 -0.13
C 1.223866 -3.141400 -0.641977 -0.39 0.43 -0.27 -0.20
C -0.710332 1.244171 -1.681183 -0.01 0.30 0.07 0.23
C -1.695594 -3.083075 1.407996 -0.24 -0.08 -0.12 -0.37
C 2.207917 -2.384466 -1.314761 -0.03 -0.48 0.41 -0.19
C 2.408474 -6.948292 -0.347362 0.04 0.03 -0.17 0.50
C -1.724639 0.457871 -1.054306 -0.18 0.09 0.04 0.03
C 1.959198 -1.110760 -1.718330 0.28 0.09 -0.20 -0.21
C -1.046873 2.660459 -2.073800 0.06 -0.76 -0.32 -0.48
C 1.401173 -7.051512 0.804455 -0.48 -0.16 0.40 0.85
C -0.304999 -1.274404 -0.854738 0.26 -0.11 0.09 0.15
C -3.094755 7.929627 -1.248841 -0.03 0.07 -0.16 0.50
C 0.693644 -0.525032 -1.502324 0.20 0.08 -0.03 0.11
C -2.570217 6.843692 -0.303290 0.39 -0.38 0.51 0.85
C -1.034514 -3.416923 0.280417 -0.28 0.04 0.27 -0.18
C -0.016867 -2.594345 -0.413410 -1.11 0.25 -0.71 -0.07
C 2.982591 -10.170340 2.444275 0.09 -0.16 0.14 0.52
C -1.101116 8.722220 2.050960 0.06 0.10 -0.46 0.60
C 1.724343 -10.297263 1.580449 -0.02 0.15 -0.46 0.60
C -2.364930 9.069954 2.842683 -0.01 0.09 0.21 0.52
C -0.976972 7.297042 1.489462 0.30 -0.53 0.16 -0.13
C 1.351316 3.572833 -2.260016 -0.08 -0.57 -0.18 -0.25
C -0.006965 3.316108 -2.968284 -0.11 1.27 0.53 0.09
H 1.615866 4.609362 -2.459171 -0.04 0.02 -0.12 0.20
H -1.472296 6.567206 2.130197 -0.20 0.13 0.01 0.21
H 0.625567 -8.776769 2.706102 0.24 0.03 0.00 0.21
H 1.883974 -6.907071 -1.304176 -0.04 0.04 0.02 0.15
H -2.468167 8.416754 3.713367 0.01 -0.03 -0.02 0.14
H 2.096674 2.940127 -2.745405 0.12 0.01 0.13 0.19
H -1.751368 -3.792023 2.231010 -1.21 -0.60 -0.62 0.19
H -0.809248 5.025021 -2.531561 -0.05 0.15 -0.09 0.46
H -2.247506 -2.159626 1.545612 1.35 0.74 0.45 0.21
H -1.188877 3.270810 -1.180340 0.05 -0.07 0.08 0.24
H 1.759011 2.489431 -0.587787 -0.24 -0.10 0.07 0.37
H 2.747272 -0.558674 -2.212954 -0.18 0.24 -0.06 0.22
H 1.422683 -4.145891 -0.311354 0.09 -0.01 0.00 0.22
H -2.010246 2.607763 -2.589037 0.05 0.26 -0.13 0.23
H -1.242741 -4.393474 -0.153107 1.29 -0.61 0.78 0.21
H -2.464281 7.991576 -2.138219 0.01 -0.05 0.01 0.15
H -2.704417 0.904007 -0.908801 -0.02 -0.02 0.02 0.19
H -0.288252 -9.715151 1.559273 0.02 -0.03 -0.07 0.23
H 0.122185 2.778333 -3.904085 0.09 -0.12 0.05 0.19
H 3.177339 -2.835504 -1.481354 0.04 0.05 -0.04 0.22
H 2.722421 -10.147817 3.505964 -0.03 0.03 -0.01 0.14
H 1.893908 4.071368 -0.358776 -0.08 0.06 0.01 0.36
H 0.086852 7.071969 1.544043 0.02 0.06 -0.04 0.23
```
Forces are in eV/Å.